{"formula": "C19H37INO5", "method": "the ωB97M-V functional and the def2-TZVPD basis", "total_energy_ev": -40125.681, "gap_ev": 9.97, "e_homo_ev": -12.04, "total_charge": 1, "symbols": ["C", "C", "O", "C", "O", "C", "C", "C", "N", "C", "C", "C", "I", "C", "C", "C", "C", "C", "O", "C", "C", "O", "C", "H", "H", "H", "H", "H", "H", "H", "H", "H", "H", "H", "H", "H", "H", "H", "H", "H", "H", "H", "H", "H", "H", "H", "H", "H", "H", "H", "H", "H", "H", "H", "C", "C", "O", "H", "H", "H", "H", "H", "H"], "coordinates": [[2.858, -3.704, 0.702], [4.031, -3.612, -0.253], [3.934, -2.464, -1.126], [4.353, -1.295, -0.621], [4.710, -1.145, 0.528], [4.371, -0.216, -1.672], [3.047, 0.010, -2.414], [2.117, 1.094, -1.872], [1.399, 0.847, -0.543], [2.245, 1.419, 0.601], [2.023, 0.783, 1.970], [0.752, 1.226, 2.680], [3.705, 1.373, 3.184], [0.974, -0.577, -0.415], [-0.218, -0.672, -1.346], [-1.011, 0.537, -0.851], [-2.205, 1.021, -1.654], [-3.483, 0.201, -1.387], [-3.516, -0.219, -0.017], [-3.208, -1.510, 0.293], [-4.052, -2.579, -0.328], [-2.341, -1.722, 1.110], [0.077, 1.601, -0.616], [2.905, -2.930, 1.466], [2.859, -4.686, 1.174], [1.921, -3.621, 0.143], [4.981, -3.578, 0.278], [4.047, -4.470, -0.925], [5.121, -0.529, -2.402], [4.752, 0.695, -1.210], [2.531, -0.943, -2.528], [3.279, 0.338, -3.429], [2.671, 2.025, -1.732], [1.351, 1.296, -2.618], [3.294, 1.372, 0.329], [1.963, 2.472, 0.653], [2.092, -0.300, 1.934], [0.692, 0.773, 3.669], [-0.145, 0.938, 2.123], [0.753, 2.310, 2.818], [1.775, -1.289, -0.580], [0.606, -0.750, 0.597], [-0.722, -1.632, -1.223], [0.079, -0.589, -2.395], [-1.338, 0.252, 0.149], [-2.405, 2.069, -1.417], [-1.990, 0.977, -2.726], [-4.351, 0.842, -1.545], [-3.577, -0.643, -2.068], [-3.638, -3.541, -0.030], [-5.074, -2.497, 0.044], [-4.067, -2.524, -1.414], [0.126, 2.369, -1.388], [-0.127, 2.128, 0.315], [-5.387, 2.263, 2.195], [-3.894, 2.417, 1.981], [-3.570, 3.513, 1.122], [-5.896, 2.139, 1.239], [-5.604, 1.397, 2.822], [-5.803, 3.146, 2.684], [-3.493, 1.542, 1.479], [-3.377, 2.530, 2.940], [-3.901, 4.321, 1.524]], "forces_ev_per_a": [[-0.015, 0.042, -0.272], [0.004, -0.353, 0.141], [0.026, 0.159, -0.035], [0.250, -0.081, 0.753], [-0.318, 0.018, -0.629], [0.110, 0.093, -0.119], [0.025, 0.039, 0.147], [0.272, 0.016, -0.101], [0.098, 0.612, -0.083], [-0.027, -0.050, 0.215], [0.017, 0.185, 0.165], [0.009, -0.019, 0.003], [-0.079, -0.030, -0.120], [-0.232, -0.704, 0.178], [0.082, -0.145, -0.135], [0.296, -0.009, 0.127], [-0.103, -0.025, -0.063], [-0.069, 0.368, -0.080], [-0.024, -0.087, -0.196], [0.493, -0.059, 0.600], [0.204, -0.366, 0.074], [-0.518, 0.151, -0.481], [-0.770, 0.205, 0.063], [-0.016, -0.038, 0.030], [0.030, 0.051, 0.116], [0.005, 0.003, 0.072], [-0.038, 0.101, 0.007], [-0.033, 0.137, -0.047], [-0.049, -0.015, 0.025], [-0.040, 0.003, -0.004], [-0.071, 0.007, -0.069], [-0.047, 0.058, 0.050], [-0.085, -0.010, 0.014], [-0.012, -0.136, 0.106], [-0.004, -0.314, -0.184], [0.182, -0.008, -0.045], [0.174, -0.011, -0.054], [-0.034, -0.021, -0.064], [-0.024, -0.044, 0.052], [-0.062, -0.041, -0.066], [0.214, 0.214, -0.166], [0.061, 0.170, -0.013], [-0.075, 0.118, 0.079], [-0.044, 0.024, -0.004], [-0.256, 0.084, -0.046], [-0.006, -0.081, 0.119], [0.012, 0.059, 0.007], [-0.002, -0.095, 0.027], [0.130, -0.098, 0.083], [-0.104, 0.047, -0.041], [0.012, 0.085, -0.063], [-0.097, 0.052, -0.017], [0.178, -0.152, -0.103], [0.273, -0.118, 0.030], [0.010, 0.089, -0.095], [0.033, 0.127, 0.039], [0.051, -0.105, -0.031], [-0.004, -0.029, 0.000], [0.022, -0.002, 0.013], [-0.006, -0.016, 0.036], [0.029, -0.084, 0.062], [-0.015, -0.025, 0.005], [-0.026, 0.052, -0.014]]}